Record 1
Below is a cluster of 12 separate species, C30H84O12 in total at a distorted geometry, with properties calculated with the ωB97M-V functional and the def2-TZVPD basis.

Each line ends with the Löwdin charge.
Element x y z (Å)
C1 -10.91 2.43 -6.43  -0.030
O1 -10.41 -3.37 -5.64  0.032
H1 -5.78 -0.87 -7.07  0.078
H2 -6.94 0.44 -13.03  0.073
O2 -8.20 -1.25 -14.69  0.018
H3 -11.96 -0.17 -6.72  0.106
H4 -7.43 0.67 -7.36  0.054
H5 -12.57 -0.90 -8.62  0.136
C2 -7.38 -4.04 -7.15  -0.032
C3 -13.87 -1.97 -7.23  -0.013
C4 -9.14 -1.25 -3.19  -0.610
H6 -7.28 4.10 -11.25  0.072
H7 -8.96 0.51 -16.12  0.083
H8 -12.64 2.43 -11.33  0.142
H9 -8.35 1.30 -12.54  0.086
C5 -8.00 0.29 -12.86  -0.046
H10 -4.14 1.00 -7.92  0.061
H11 -5.55 -0.38 -11.70  0.031
C6 -8.68 0.88 -15.13  -0.049
H12 -10.41 3.32 -6.00  0.090
C7 -10.46 -4.19 -12.77  -0.584
C8 -10.79 2.30 -10.55  -0.033
H13 -8.86 0.20 -9.62  0.076
H14 -4.15 1.86 -9.37  0.047
O3 -5.80 3.70 -9.83  -0.118
H15 -11.50 -0.46 -11.05  0.073
C9 -7.17 3.56 -10.31  -0.150
C10 -4.70 -0.01 -11.21  -0.022
O4 -12.93 1.44 -6.96  -0.012
H16 -10.13 -1.59 -3.40  0.111
H17 -5.69 3.06 -9.10  0.027
O5 -6.24 2.32 -7.27  -0.093
H18 -4.48 1.00 -11.53  0.079
C11 -4.91 -0.07 -9.70  -0.636
O6 -9.38 -4.77 -12.79  0.016
H19 -14.55 -2.12 -8.10  0.099
H20 -12.59 -5.20 -3.94  0.106
H21 -12.68 4.53 -6.74  0.045
H22 -9.36 -0.27 -5.12  0.071
H23 -10.70 -4.88 -14.84  0.080
H24 -10.64 2.47 -9.50  0.057
H25 -5.56 -1.66 -9.25  0.073
H26 -12.63 -5.03 -5.69  0.107
C12 -12.43 2.44 -6.39  -0.588
O7 -9.21 -0.93 -7.86  -0.133
H27 -9.91 -1.04 -9.82  0.048
H28 -7.23 -2.15 -3.06  0.079
H29 -11.00 -2.64 -5.79  0.087
H30 -8.14 1.98 -8.20  0.059
C13 -8.22 -2.48 -3.30  -0.015
H31 -3.88 -0.67 -11.56  0.098
H32 -9.73 -3.28 -14.77  0.083
C14 -10.86 -4.11 -4.77  -0.709
H33 -9.37 0.76 -3.65  0.068
H34 -9.29 -5.43 -13.47  0.116
H35 -10.86 -3.03 -8.46  0.059
H36 -8.29 -1.96 -14.03  0.098
H37 -9.59 -2.45 -11.92  0.054
H38 -12.38 -3.32 -9.11  0.083
H39 -8.04 -2.74 -4.33  0.052
H40 -10.59 2.60 -7.50  0.076
H41 -6.86 -4.53 -6.42  0.039
H42 -11.38 -3.28 -14.60  0.060
H43 -10.40 0.36 -8.81  0.065
H44 -8.01 -0.50 -12.16  0.051
H45 -10.66 3.24 -11.03  0.082
C15 -10.54 -2.91 -11.88  -0.004
H46 -5.64 -3.28 -7.86  0.157
H47 -11.25 0.52 -12.51  0.080
H48 -7.36 -1.31 -6.24  0.054
O8 -12.75 1.33 -9.84  0.001
H49 -13.06 1.65 -7.90  0.089
H50 -10.33 1.58 -6.01  0.063
H51 -8.96 -5.07 -4.67  0.085
H52 -12.93 0.18 -12.01  0.105
H53 -13.57 1.09 -10.07  0.060
H54 -10.27 -6.09 -4.12  0.101
O9 -7.18 -2.51 -8.66  0.026
C16 -8.70 -0.22 -14.10  -0.633
C17 -8.84 -0.04 -4.15  -0.016
H55 -13.91 -2.83 -6.58  0.062
C18 -10.55 -3.92 -14.33  -0.040
H56 -8.04 1.89 -6.41  0.073
H57 -9.76 -0.43 -13.75  0.129
H58 -2.99 0.64 -9.07  0.068
H59 -10.02 -1.24 -7.41  0.059
C19 -12.05 1.67 -10.89  -0.580
C20 -12.29 -4.50 -4.76  -0.035
C21 -13.16 3.66 -7.03  -0.020
H60 -6.16 2.41 -6.31  0.103
H61 -8.40 -4.01 -6.84  0.051
H62 -9.24 1.73 -14.86  0.054
H63 -11.22 -2.17 -12.12  0.025
O10 -4.71 -1.25 -9.40  0.022
H64 -14.13 3.87 -6.56  0.086
C22 -12.47 -1.62 -7.79  -0.588
H65 -7.34 -4.87 -7.86  0.089
H66 -5.79 -1.93 -5.63  0.081
H67 -10.74 -3.20 -10.80  0.086
H68 -12.89 -3.67 -4.56  0.048
C23 -6.35 -1.69 -6.54  0.002
H69 -10.07 -0.57 -1.90  0.112
C24 -7.51 1.77 -7.35  -0.170
H70 -9.87 1.68 -10.89  0.085
H71 -7.60 1.22 -15.34  0.118
H72 -13.27 3.74 -8.15  0.099
C25 -10.02 -5.30 -4.86  -0.048
C26 -11.88 -2.97 -8.22  -0.021
H73 -7.53 2.59 -10.56  0.031
H74 -10.66 -3.68 -3.81  0.119
H75 -5.96 0.10 -9.50  0.132
H76 -7.80 0.27 -4.15  0.078
H77 -8.47 -3.34 -2.74  0.069
H78 -14.23 -1.16 -6.68  0.051
O11 -11.81 -1.12 -6.88  -0.024
C27 -6.63 -2.78 -7.63  -0.657
C28 -9.64 -0.34 -9.09  -0.096
H79 -7.97 -2.02 -8.37  0.085
H80 -11.33 -4.84 -12.51  0.141
O12 -9.16 -0.82 -2.01  0.037
H81 -11.95 -3.74 -7.49  0.053
H82 -12.74 2.46 -5.33  0.149
C29 -11.91 0.40 -11.64  -0.026
H83 -7.95 4.11 -9.74  0.085
H84 -9.90 -5.85 -5.72  0.056
C30 -3.99 0.90 -8.97  -0.015

Energy (hartree): -2095.7563

Record 2
Below is a cluster of 11 separate species, C30H86N4O18 in total at a distorted geometry, with properties calculated with the ωB97M-V functional and the def2-TZVPD basis.

Each line ends with the Löwdin charge.
Element x y z (Å)
H1 5.73 -0.28 -4.79  0.114
H2 0.50 -8.15 -4.97  0.114
O1 2.47 -8.51 -5.48  -0.071
C1 -7.48 1.35 -4.15  -0.217
O2 4.08 -1.30 6.01  -0.075
H3 -4.27 1.83 6.40  0.118
C2 8.93 4.89 1.02  -0.476
N1 -6.77 5.73 0.26  0.029
O3 -4.27 -5.41 -4.37  -0.199
H4 -8.24 0.55 -2.49  0.071
C3 -5.01 0.68 4.81  -0.243
H5 5.90 -6.58 1.40  0.116
H6 -5.28 0.83 3.76  0.117
N2 -7.70 -6.35 -3.26  0.025
N3 -2.06 1.27 -0.24  0.025
H7 -7.37 -7.28 -3.06  0.069
H8 3.63 0.91 -5.71  0.110
H9 9.57 5.77 0.90  0.123
O4 -9.62 0.58 -4.95  -0.069
C4 5.66 -8.83 1.21  -0.208
C5 -3.34 6.96 -2.16  -0.095
C6 0.26 -3.00 -0.27  -0.109
O5 5.30 -8.86 -0.18  -0.076
H10 -6.48 -5.07 -1.24  0.077
H11 -0.28 -3.24 0.64  0.086
H12 3.25 -8.84 -5.04  0.077
H13 2.79 -5.43 6.48  0.082
H14 -6.14 -0.92 5.28  0.077
O6 -6.06 0.01 5.52  -0.075
H15 2.79 -0.79 -3.70  0.074
C7 0.32 1.28 0.01  -0.070
C8 6.45 -7.50 1.59  -0.261
H16 4.37 5.98 4.63  0.080
H17 -5.24 3.81 5.58  0.077
H18 3.26 6.80 6.46  0.112
H19 5.96 -8.58 -0.81  0.075
H20 0.15 1.46 1.07  0.079
H21 -6.80 -4.51 -3.58  0.131
O7 1.32 8.26 5.38  -0.056
N4 9.37 3.93 0.01  0.032
H22 3.84 -0.59 5.41  0.080
H23 -5.40 -7.12 -4.37  0.123
H24 2.76 7.76 4.12  0.123
H25 -1.61 -1.44 -0.68  0.120
H26 2.10 -1.96 6.21  0.119
H27 4.76 -8.95 1.80  0.113
H28 1.27 -3.40 -0.18  0.086
C9 2.73 6.23 5.69  -0.238
H29 2.09 5.55 6.25  0.119
C10 -6.52 -5.53 -3.35  -0.452
C11 -4.51 2.00 5.36  -0.237
H30 2.16 -10.60 -3.17  0.081
H31 -5.62 -6.55 -1.60  0.081
H32 -3.56 2.24 4.87  0.113
O8 -4.57 6.43 -1.56  -0.195
O9 -5.44 3.05 5.02  -0.062
H33 1.57 -8.34 -3.59  0.107
C12 9.04 6.80 3.44  -0.143
H34 -2.48 7.12 -1.50  0.083
H35 -8.00 7.81 1.34  0.077
H36 6.34 -9.62 1.53  0.108
O10 0.41 -1.59 -0.36  -0.200
C13 0.99 -10.26 -4.49  -0.273
H37 10.30 3.64 0.28  0.065
H38 -6.00 5.53 0.89  0.069
H39 -7.16 7.30 -0.92  0.133
H40 8.55 7.36 2.65  0.072
H41 10.27 4.43 2.62  0.115
C14 -6.51 7.12 -0.07  -0.430
H42 -6.31 7.70 2.07  0.073
H43 1.31 0.85 -0.12  0.074
H44 -4.74 -3.35 -4.43  0.082
H45 -0.86 0.51 -1.65  0.129
H46 -8.29 -6.07 -2.48  0.071
C15 -5.86 -5.56 -1.99  -0.077
C16 7.53 5.30 0.68  -0.062
C17 1.36 -8.72 -4.59  -0.210
H47 7.28 6.23 1.20  0.064
H48 -3.14 -3.84 -4.94  0.086
H49 -10.00 -0.14 -4.44  0.088
H50 -2.95 6.19 -2.83  0.078
O11 1.93 -11.12 -3.94  -0.047
H51 3.67 -3.37 7.45  0.124
C18 2.04 7.26 4.77  -0.279
C19 5.24 0.51 -4.21  -0.279
H52 8.72 7.26 4.38  0.089
H53 -4.48 -4.16 -6.03  0.086
H54 -6.48 5.25 -0.58  0.062
H55 -5.96 -5.99 -5.43  0.119
H56 0.55 7.99 5.90  0.092
H57 8.84 3.50 2.66  0.125
O12 -7.37 0.67 -2.86  -0.073
H58 -7.76 2.40 -4.02  0.115
H59 4.37 -3.93 5.87  0.123
H60 3.21 1.31 -4.06  0.111
C20 -8.25 0.55 -5.23  -0.252
C21 9.19 4.52 2.47  -0.139
H61 1.36 6.69 4.13  0.116
O13 5.34 0.32 -2.84  -0.048
H62 -6.51 1.43 -4.64  0.105
H63 -7.91 -0.48 -5.26  0.116
O14 2.48 -4.57 6.17  -0.067
H64 6.75 4.60 0.98  0.087
H65 0.39 2.28 -0.42  0.070
C22 -4.19 -4.11 -4.98  -0.082
H66 7.43 5.49 -0.39  0.076
C23 -5.53 -6.04 -4.43  -0.210
O15 3.64 5.43 4.93  -0.070
H67 6.63 -7.54 2.66  0.111
C24 -6.93 7.92 1.20  -0.061
H68 10.12 6.91 3.35  0.089
H69 -1.02 -0.92 0.99  0.129
H70 2.93 -2.29 4.72  0.120
O16 7.71 -7.41 0.99  -0.055
C25 -0.85 -0.95 -0.08  -0.191
H71 -3.53 7.81 -2.80  0.084
H72 -4.20 -0.05 4.88  0.113
H73 -8.06 0.95 -6.23  0.116
H74 0.83 -10.71 -5.47  0.116
H75 -4.93 8.36 -0.87  0.114
H76 7.42 -6.97 0.18  0.077
C26 3.05 -2.28 5.80  -0.254
O17 8.62 5.47 3.46  -0.188
H77 -4.35 7.24 0.32  0.120
H78 -4.87 -5.09 -2.07  0.070
C27 -0.86 0.51 -0.56  -0.450
C28 3.48 -3.59 6.40  -0.251
H79 -2.06 2.16 -0.73  0.070
H80 -0.19 -3.40 -1.18  0.086
O18 3.15 -0.74 -4.59  -0.078
H81 6.17 0.76 -2.66  0.087
C29 3.75 0.58 -4.68  -0.204
C30 -5.03 7.33 -0.53  -0.204
H82 -2.88 0.82 -0.61  0.067
H83 -6.73 8.99 1.11  0.065
H84 5.71 1.44 -4.50  0.111
H85 0.01 -10.30 -4.01  0.106
H86 9.37 4.33 -0.91  0.070

Energy (hartree): -2767.5942

| no. | M (Da) | Kohn-Sham gap (eV) | LUMO level (eV) |
| --- | --- | --- | --- |
| 1 | 636.990 | 8.914 | 0.09 |
| 2 | 791.028 | 9.391 | 0.21 |